Entry 1:
The following is a quantum chemistry calculation of one molecule with the formula C2H4N2S2 at a distorted geometry, from the OMol25 dataset.

highest occupied orbital energy = -8.4 eV
LUMO level = 0.247 eV
frontier orbital gap = 8.6 eV
total charge = 0
total energy = -984.394127 hartree
energy above the lowest of the compared OMol25 structures with the same formula, charge and spin = 317.1 kJ/mol

Structure (XYZ):
```
10
Properties=species:S:1:pos:R:3:forces:R:3
C 0.0729 1.4097 -0.4105 0.229 -3.541 -2.562
C 0.1223 -1.2390 1.6539 -0.084 2.466 -2.207
H -0.9252 -0.9972 -2.8712 0.717 1.562 0.320
H 0.1314 2.4343 -0.7322 -0.382 0.544 -0.705
H 0.2905 -1.9684 2.3669 -0.007 -1.594 1.462
H -0.2651 -1.5997 0.6167 0.789 1.227 1.782
N -0.0340 0.3012 -1.1061 -0.638 1.589 0.597
N 0.4706 -0.0554 2.0775 -0.524 -1.567 -1.937
S -0.4146 0.3232 -2.7849 -0.412 -0.994 0.384
S 0.5511 1.3914 1.1900 0.313 0.308 2.866
```
Forces are in eV/Å.

Entry 2:
The following is a quantum chemistry calculation of a 10-piece molecular cluster, ClH18O13 overall at a distorted geometry, from the OMol25 dataset.

highest occupied orbital energy = -7.9 eV
LUMO level = 2.593 eV
frontier orbital gap = 10.5 eV
total charge = -1
total energy = -1448.967589 hartree
energy above the lowest of the compared OMol25 structures with the same formula, charge and spin = 22.8 kJ/mol

Structure (XYZ):
```
32
Properties=species:S:1:pos:R:3:forces:R:3
Cl 9.5311 7.1554 7.9382 -1.127 1.410 -1.996
O 8.2199 6.9000 8.4654 -1.884 0.207 0.659
O 9.4667 6.8020 6.5252 0.635 -0.249 0.317
O 9.8171 8.5749 8.0083 0.212 -0.366 0.360
O 10.4151 6.3688 8.6825 1.825 -0.772 0.502
O 4.1406 5.8706 9.2411 0.694 0.149 1.003
H 5.0038 5.9800 9.6828 -0.494 -0.052 0.313
H 4.4304 6.0208 8.3489 -0.154 0.081 -1.288
O 10.6313 7.1985 3.9652 0.394 0.033 -0.844
H 10.5316 7.9571 3.3799 0.011 -0.110 0.071
H 10.2738 7.4763 4.8045 -0.390 -0.055 0.820
O 11.3664 3.9096 4.0160 -1.202 0.754 0.857
H 11.6886 4.5776 3.4117 0.242 0.206 -0.268
H 10.6951 4.4441 4.5216 0.934 -0.863 -0.549
O 5.4822 6.2337 6.5651 0.234 -0.209 1.129
H 5.4015 6.4615 5.6451 0.365 0.278 -0.330
H 6.3687 6.4651 6.9081 -0.411 -0.090 -0.638
O 3.7644 8.2558 11.4477 0.170 -0.399 0.141
H 4.1024 7.4947 11.9517 -0.183 0.414 -0.340
H 3.8084 7.9455 10.5294 -0.021 -0.052 0.179
O 6.5485 7.3839 10.8742 -0.867 -0.575 0.756
H 7.2616 7.4100 10.2618 1.190 0.032 -1.131
H 6.3917 8.2955 11.1086 -0.295 0.395 0.114
O 12.6246 9.5077 6.5910 -1.355 -0.326 -0.336
H 11.7345 9.7948 6.9218 1.130 -0.591 -0.299
H 12.4180 8.7114 6.0482 0.194 0.809 0.659
O 6.5508 9.6487 7.8676 0.954 -1.363 -0.012
H 7.3594 10.1420 7.6639 -0.226 -0.065 0.095
H 6.9136 8.7187 7.9418 -0.610 1.338 -0.006
O 8.5031 4.9648 11.1560 0.536 -0.350 -0.510
H 7.7286 5.5201 11.1613 -0.473 0.377 0.167
H 8.8497 5.0706 10.2531 -0.027 0.003 0.406
```
Forces are in eV/Å.

Entry 3:
The following is a quantum chemistry calculation of C12AlB3O24 as an isolated structure at a distorted geometry, from the OMol25 dataset.

highest occupied orbital energy (alpha / beta) = -12.9 / -12.9 eV
expectation value of S² = 1.78
LUMO level (alpha / beta) = -8.684 / -9.139 eV
frontier orbital gap (alpha / beta) = 4.2 / 3.8 eV
total charge = +1
multiplicity = 2
total energy = -2580.056003 hartree

Structure (XYZ):
```
40
Properties=species:S:1:pos:R:3:forces:R:3
Al 0.7231 21.9434 6.7707 -0.017 0.231 -0.379
O -1.4178 21.0877 4.9440 -2.061 -1.694 -2.188
C -2.1402 20.3908 4.1932 2.885 3.101 3.123
O -1.9208 19.1376 3.9731 0.231 -2.424 -0.254
B -3.0701 18.5157 3.3055 0.387 3.061 -0.614
O -3.9367 19.6701 3.0429 -0.802 -0.045 -0.248
C -3.3908 20.8112 3.4707 -1.345 4.333 -0.262
O -3.7691 22.0000 3.3489 1.057 -4.986 0.209
O -3.6743 17.4481 4.0919 -0.098 -1.274 -0.830
C -3.6996 16.3319 3.4244 -1.480 -2.229 4.104
O -4.1059 15.2550 3.8438 1.070 2.303 -1.696
C -3.0676 16.5746 2.0107 -0.303 1.943 -6.061
O -2.7655 17.9036 1.9684 -0.103 -3.391 1.144
O -3.1614 15.8722 1.0044 0.550 1.349 3.895
O 1.6088 21.0565 4.1059 0.551 -2.382 -4.229
C 1.6441 20.3960 3.0225 -0.918 2.683 3.656
O 1.1332 19.1838 2.9145 0.216 -1.111 0.001
B 1.2992 18.6383 1.5825 1.038 3.964 -0.304
O 1.7364 19.8460 0.7383 0.122 -0.131 1.564
C 2.0711 20.8663 1.5928 1.295 1.532 -0.105
O 2.6304 21.9321 1.3772 -1.681 -3.017 0.039
O 2.3138 17.5707 1.4567 -0.192 -1.745 -0.737
C 1.8066 16.5191 0.8761 4.205 -2.100 1.440
O 2.3658 15.4225 0.7059 -1.965 3.058 0.028
C 0.2990 16.8572 0.6267 -4.747 -2.767 -3.064
O 0.1017 18.0340 1.0527 -0.605 0.046 0.113
O -0.4946 16.0878 0.0712 2.883 2.152 1.896
O 0.9517 24.8960 6.9336 3.561 2.541 0.767
C 2.0268 25.4519 7.2948 -3.318 -3.063 -0.709
O 2.6263 26.5545 6.9153 -0.344 -0.455 0.107
B 3.9275 26.6294 7.6128 -1.000 -0.754 -0.187
O 4.0628 25.4108 8.4423 -0.103 1.354 -0.810
C 2.9661 24.7021 8.2451 0.316 -5.758 0.946
O 2.8494 23.4745 8.5848 -0.030 5.277 -1.319
O 3.9163 27.8629 8.4171 1.008 1.245 -0.438
C 4.7424 28.7499 7.9334 -0.766 2.979 5.060
O 5.0247 29.8241 8.4992 -0.716 -3.035 -2.604
C 5.4928 28.0652 6.7676 4.543 -0.632 -3.227
O 4.9975 26.8934 6.6003 -0.703 -0.191 0.781
O 6.5115 28.4735 6.2291 -2.622 0.034 1.390
```
Forces are in eV/Å.

Entry 4:
The following is a quantum chemistry calculation of an isolated ion of composition C4H10N4O and charge +2 at a distorted geometry, from the OMol25 dataset.

highest occupied orbital energy = -18.1 eV
LUMO level = -7.390 eV
frontier orbital gap = 10.7 eV
total charge = +2
total energy = -452.031808 hartree
energy above the lowest of the compared OMol25 structures with the same formula, charge and spin = 10.9 kJ/mol

Structure (XYZ):
```
19
Properties=species:S:1:pos:R:3:forces:R:3
C 0.8464 1.0296 0.4405 0.705 0.324 1.098
C 0.0380 0.9945 -0.5622 -0.772 0.606 1.820
C -0.4342 -1.3007 -0.2700 -1.014 -1.253 0.380
C 0.8435 -0.1007 1.4358 -0.459 0.520 -1.500
N -0.8549 -0.0663 -0.6260 -2.222 0.341 -3.201
N 0.4719 -1.3071 0.6775 1.244 -0.477 0.246
N -0.9234 -2.4632 -0.7351 -0.008 -0.216 0.398
N -0.0041 2.1483 -1.4846 -0.989 -2.766 -2.030
O -0.1168 0.1183 2.3567 -1.119 0.415 1.724
H 1.3397 1.9416 0.6638 1.089 0.389 0.207
H 1.8413 -0.1577 1.7709 1.099 -0.737 0.837
H -1.7835 0.0937 -1.0778 1.148 -0.695 0.520
H 0.7956 -2.2034 1.0124 0.196 0.017 0.070
H -1.7081 -2.6192 -1.3849 0.736 0.659 0.391
H -0.6044 -3.3308 -0.2648 -0.413 0.897 -0.465
H 0.1536 3.0900 -1.0750 -0.682 -0.498 -0.206
H -0.8661 1.9546 -2.1163 1.584 1.631 0.952
H 0.8239 1.8661 -2.0422 -0.360 1.112 -0.504
H 0.1416 0.3124 3.2812 0.237 -0.270 -0.737
```
Forces are in eV/Å.

Q: What is the total charge in the third record?
A: +1

Q: Which formula does entry 4 have?
A: C4H10N4O

Q: Which of these has the highest total charge?
A: C4H10N4O

Q: Which value of total energy does entry 3 give?
A: -2580.056003 hartree